# 1
Formula: C3H6S3
Source: OMol25
Level of theory: ωB97M-V/def2-TZVPD

Geometry as XYZ:
```
12
Properties=species:S:1:pos:R:3
C -0.842 -2.119 0.492
C -0.008 0.669 0.155
C 0.563 1.816 -0.515
H -2.082 -2.842 0.289
H -1.100 -1.350 1.426
H 0.026 -2.598 0.510
H -0.754 1.317 0.717
H 0.824 0.470 0.811
H 2.332 0.369 -1.368
S -0.783 -0.721 -0.803
S 1.792 1.697 -1.713
S 0.031 3.292 0.000
```

Properties
charge = 0
ΔE to the lowest compared entry with this formula, charge and spin = 3.4106 eV
frontier orbital gap = 8.23 eV


# 2
Formula: C3H6Se
Source: OMol25
Level of theory: ωB97M-V/def2-TZVPD

Geometry as XYZ:
```
10
Properties=species:S:1:pos:R:3
C -1.022 -0.408 -1.092
C -0.485 0.186 -0.006
C 0.960 0.427 0.014
Se 2.113 -0.921 1.146
H -2.022 -0.733 -1.034
H -0.272 -0.606 -1.854
H -1.085 0.241 1.002
H 1.241 0.439 -1.030
H 1.402 1.844 0.433
H 3.184 -0.543 0.377
```

Properties
charge = 0
ΔE to the lowest compared entry with this formula, charge and spin = 1.6110 eV
frontier orbital gap = 9.37 eV


# 3
Formula: C3H7AgO2
Source: OMol25
Level of theory: ωB97M-V/def2-TZVPD

Geometry as XYZ:
```
13
Properties=species:S:1:pos:R:3
C -1.565 0.386 1.137
C -0.366 0.625 2.013
O 0.816 0.127 1.263
C 2.070 0.502 1.640
Ag -0.321 -0.305 -0.485
H -2.248 -0.358 1.569
H -2.127 1.312 0.950
H -0.343 0.029 2.937
H -0.180 1.680 2.267
H 2.017 0.186 -1.490
H 2.148 1.176 2.496
O 1.058 -0.088 -1.783
H 2.869 -0.140 1.270
```

Properties
charge = 0
multiplicity = 3
ΔE to the lowest compared entry with this formula, charge and spin = 0.2884 eV
frontier orbital gap (spin up / spin down) = 8.68 / 6.37 eV


# 4
Formula: C3H7BCl2O2
Source: OMol25
Level of theory: ωB97M-V/def2-TZVPD

Geometry as XYZ:
```
15
Properties=species:S:1:pos:R:3
B -1.614 -0.139 -0.506
C 0.850 0.654 0.410
C 2.192 0.019 0.523
C -0.208 -0.848 -0.299
O -1.820 0.503 -1.727
O -2.453 -0.121 0.587
Cl 2.977 -0.445 -1.045
Cl -0.147 -1.997 1.009
H 0.413 0.756 1.484
H 0.652 1.391 -0.344
H 2.811 0.711 1.161
H 1.953 -0.700 1.276
H 0.385 -1.243 -1.147
H -2.648 1.079 -1.824
H -3.341 0.380 0.442
```

Properties
charge = 0
ΔE to the lowest compared entry with this formula, charge and spin = 1.4241 eV
frontier orbital gap = 9.45 eV


# 5
Formula: C3H7BF2
Source: OMol25
Level of theory: ωB97M-V/def2-TZVPD

Geometry as XYZ:
```
13
Properties=species:S:1:pos:R:3
F -0.839 2.409 0.667
F -2.029 0.769 -0.464
B -0.881 1.249 -0.014
C 0.455 -0.341 -1.337
C 0.115 -0.748 1.245
C 0.335 0.229 0.066
H -0.462 -0.786 -1.690
H 0.683 0.427 -2.050
H 1.264 -1.097 -1.349
H 1.057 -1.168 1.536
H -0.538 -1.592 1.023
H -0.337 -0.235 2.094
H 1.176 0.882 0.274
```

Properties
charge = 0
ΔE to the lowest compared entry with this formula, charge and spin = 0.1220 eV
SMILES string = CC(C)B(F)F
frontier orbital gap = 11.42 eV


# 6
Formula: C3H7BN2O2
Source: OMol25
Level of theory: ωB97M-V/def2-TZVPD

Geometry as XYZ:
```
15
Properties=species:S:1:pos:R:3
B -0.289 -3.737 -0.800
C 1.135 1.269 1.190
C -0.775 0.797 -0.219
C 0.209 0.499 0.657
N 1.527 2.421 0.632
N -1.554 -0.027 -0.793
O -1.201 -2.970 -1.380
O 0.407 -4.644 -0.508
H 1.721 1.002 2.114
H -0.746 1.879 -0.563
H 0.072 -0.398 1.372
H 2.015 3.106 1.157
H -2.109 0.280 -1.597
H -1.542 -2.159 -1.049
H 1.130 2.683 -0.214
```

Properties
charge = 0
ΔE to the lowest compared entry with this formula, charge and spin = 0.4105 eV
SMILES string = [H]/N=C/C=C\N.O=BO
frontier orbital gap = 9.27 eV


# 7
Formula: C3H7BO2
Source: OMol25
Level of theory: ωB97M-V/def2-TZVPD

Geometry as XYZ:
```
13
Properties=species:S:1:pos:R:3
B -1.634 -0.302 0.049
C 1.267 -1.236 0.154
C 1.340 0.122 -0.377
C 0.338 1.320 0.179
O -0.957 0.848 0.093
O -2.961 -0.532 -0.116
H 1.344 -1.233 1.218
H 0.320 -1.743 -0.257
H 2.274 0.545 -0.184
H 0.950 -0.021 -1.410
H 0.453 1.499 1.215
H 0.536 2.237 -0.391
H -3.272 -1.504 -0.173
```

Properties
charge = 0
ΔE to the lowest compared entry with this formula, charge and spin = 4.5324 eV
frontier orbital gap (spin up / spin down) = 8.19 / 7.02 eV


# 8
Formula: C3H7BrN3
Source: OMol25
Level of theory: ωB97M-V/def2-TZVPD

Geometry as XYZ:
```
14
Properties=species:S:1:pos:R:3
C 1.085 -1.251 -0.050
C 0.599 -2.466 -0.440
C 0.443 -0.550 -1.006
N -0.296 -1.098 -1.852
N 0.621 2.577 0.699
N -0.216 -2.320 -1.544
Br -3.122 1.400 1.235
H 1.727 -1.060 0.759
H 0.817 -3.504 -0.003
H 0.343 3.052 -0.134
H 0.070 2.914 1.486
H 1.585 2.622 0.846
H -2.866 2.618 2.028
H -0.788 -2.934 -2.023
```

Properties
charge = +1
ΔE to the lowest compared entry with this formula, charge and spin = 5.2852 eV
frontier orbital gap (spin up / spin down) = 5.43 / 5.42 eV


# 9
Formula: C3H7BrNO
Source: OMol25
Level of theory: ωB97M-V/def2-TZVPD

Geometry as XYZ:
```
13
Properties=species:S:1:pos:R:3
C 0.436 -0.626 -0.212
C 1.099 0.419 0.700
C -0.836 1.475 0.096
N -0.935 -0.193 -0.404
O 0.043 1.376 1.070
Br -0.376 2.423 -1.630
H 0.931 -0.713 -1.228
H 0.452 -1.672 0.376
H 1.385 -0.080 1.653
H 1.944 1.077 0.304
H -1.615 2.062 0.457
H -1.231 -0.112 -1.292
H -1.636 -0.599 0.186
```

Properties
charge = +1
ΔE to the lowest compared entry with this formula, charge and spin = 1.4124 eV
SMILES string = Br[C@H]1[NH2+]CCO1
frontier orbital gap = 11.40 eV


# 10
Formula: C3H7BrS
Source: OMol25
Level of theory: ωB97M-V/def2-TZVPD

Geometry as XYZ:
```
12
Properties=species:S:1:pos:R:3
C -1.344 -0.208 0.115
C -0.030 -0.697 0.680
C 1.038 0.133 0.049
S 0.758 1.875 0.146
Br 2.862 -0.545 -0.036
H -1.804 0.660 0.600
H -2.096 -0.959 0.063
H -1.253 0.112 -0.932
H 0.013 -0.665 1.824
H 0.160 -1.794 0.387
H 0.432 -0.115 -1.832
H 1.265 2.203 -1.067
```

Properties
charge = 0
ΔE to the lowest compared entry with this formula, charge and spin = 4.0587 eV
frontier orbital gap (spin up / spin down) = 7.87 / 8.38 eV


# 11
Formula: C3H7Cl2NO
Source: OMol25
Level of theory: ωB97M-V/def2-TZVPD

Geometry as XYZ:
```
14
Properties=species:S:1:pos:R:3
O 0.124 1.959 0.956
C -0.164 1.415 2.013
N 0.624 0.444 2.566
C -1.405 1.751 2.810
H 0.381 -0.010 3.449
H 1.478 0.175 2.070
H -1.970 2.539 2.284
H -1.140 2.120 3.815
H -2.055 0.866 2.919
Cl 4.855 0.053 0.529
Cl 4.997 2.639 1.915
C 4.524 1.783 0.448
H 5.068 2.216 -0.414
H 3.441 1.936 0.273
```

Properties
charge = 0
ΔE to the lowest compared entry with this formula, charge and spin = 0.0000 eV
SMILES string = CC(N)=O.ClCCl
frontier orbital gap = 10.67 eV


# 12
Formula: C3H7Cl2PS
Source: OMol25
Level of theory: ωB97M-V/def2-TZVPD

Geometry as XYZ:
```
14
Properties=species:S:1:pos:R:3
C -1.394 0.594 1.512
C -0.345 0.774 0.492
C 0.598 0.109 -2.054
P 1.278 -2.962 -2.301
S -0.880 0.163 -1.165
Cl 2.334 -2.938 -0.746
Cl -0.578 -3.527 -1.596
H -1.781 -0.513 1.358
H -0.897 0.917 2.460
H -2.237 1.416 1.394
H 0.662 0.385 0.769
H -0.124 1.813 0.411
H 1.534 0.495 -1.509
H 0.466 0.378 -3.132
```

Properties
charge = 0
ΔE to the lowest compared entry with this formula, charge and spin = 3.2539 eV
frontier orbital gap (spin up / spin down) = 7.70 / 6.81 eV


# 13
Formula: C3H7ClN2
Source: OMol25
Level of theory: ωB97M-V/def2-TZVPD

Geometry as XYZ:
```
13
Properties=species:S:1:pos:R:3
C 0.957 1.307 -0.212
C -0.396 -1.337 -0.403
C -1.424 -0.674 0.563
H 1.589 2.041 0.318
H 1.173 1.466 -1.295
H -0.098 1.585 -0.090
H 2.304 -0.104 0.220
H -0.869 -2.005 -1.150
H -0.837 -0.136 1.327
H -1.924 -1.450 1.162
N 1.297 -0.022 0.320
N 0.812 -1.062 -0.508
Cl -2.584 0.391 -0.253
```

Properties
charge = 0
ΔE to the lowest compared entry with this formula, charge and spin = 1.8539 eV
SMILES string = CN/N=C\CCl
frontier orbital gap = 9.88 eV


# 14
Formula: C3H7ClN2O
Source: OMol25
Level of theory: ωB97M-V/def2-TZVPD

Geometry as XYZ:
```
14
Properties=species:S:1:pos:R:3
C -1.288 -0.819 -0.742
C 0.897 0.463 -0.212
C 1.376 -0.168 1.089
H -1.671 -0.567 -1.751
H -0.549 -1.459 -1.015
H -2.068 -1.238 0.108
H 1.132 1.564 -0.299
H 1.264 0.001 -0.908
H 0.882 -1.217 1.326
H 1.068 0.263 1.789
N -0.534 0.418 -0.333
N -1.220 1.517 -0.135
O -2.405 1.428 -0.110
Cl 3.115 -0.188 1.194
```

Properties
charge = 0
ΔE to the lowest compared entry with this formula, charge and spin = 4.4560 eV
SMILES string = CN(CCCl)N=O
frontier orbital gap = 9.85 eV


# 15
Formula: C3H7ClN2O
Source: OMol25
Level of theory: ωB97M-V/def2-TZVPD

Geometry as XYZ:
```
14
Properties=species:S:1:pos:R:3
C -1.536 0.148 0.282
C -0.697 -0.713 -0.780
C 1.569 -0.035 -0.343
N 1.167 1.094 1.525
N 0.422 0.055 -1.175
O 1.488 0.420 2.424
Cl 2.123 -1.519 0.365
H -2.289 -0.311 0.753
H -1.029 0.508 1.154
H -1.986 1.130 -0.234
H -0.561 -1.610 -0.228
H -1.148 -0.937 -1.740
H 2.238 0.736 -0.707
H 0.239 1.034 -1.297
```

Properties
charge = 0
ΔE to the lowest compared entry with this formula, charge and spin = 4.3762 eV
frontier orbital gap (spin up / spin down) = 7.43 / 7.81 eV


# 16
Formula: C3H7ClN2S
Source: OMol25
Level of theory: ωB97M-V/def2-TZVPD

Geometry as XYZ:
```
14
Properties=species:S:1:pos:R:3
C 1.274 -0.640 0.293
C 1.041 0.742 -0.357
C -1.928 -0.460 0.283
H 1.358 -0.610 1.385
H 0.503 -1.373 0.106
H 1.156 0.616 -1.473
H 1.881 1.442 -0.007
H -0.354 1.307 0.976
H -1.501 0.594 -1.431
H -1.490 -0.720 1.283
N -0.262 1.295 -0.030
N -1.244 0.392 -0.461
S -3.234 -1.277 -0.279
Cl 2.799 -1.307 -0.289
```

Properties
charge = 0
ΔE to the lowest compared entry with this formula, charge and spin = 1.0953 eV
SMILES string = S=CNNCCCl
frontier orbital gap = 9.08 eV


# 17
Formula: C3H7ClNOZr
Source: OMol25
Level of theory: ωB97M-V/def2-TZVPD

Geometry as XYZ:
```
14
Properties=species:S:1:pos:R:3
Zr 4.244 0.425 -4.945
Cl 5.829 -1.944 -1.290
C 0.400 0.964 1.811
C -0.289 0.538 0.429
O 0.339 0.474 -0.620
N -1.500 -0.032 0.531
C -2.039 -0.660 -0.643
H -0.243 0.719 2.656
H 0.492 2.049 1.762
H 1.344 0.426 1.901
H -1.901 -0.266 1.428
H -3.100 -0.910 -0.654
H -1.613 -1.655 -0.774
H -1.964 -0.130 -1.593
```

Properties
charge = +3
ΔE to the lowest compared entry with this formula, charge and spin = 9.0807 eV
frontier orbital gap = 2.11 eV


# 18
Formula: C3H7ClO2S3
Source: OMol25
Level of theory: ωB97M-V/def2-TZVPD

Geometry as XYZ:
```
16
Properties=species:S:1:pos:R:3
C -1.640 -0.317 -0.108
C 1.450 -0.265 -0.523
C -0.780 0.773 -0.685
O 0.667 0.416 1.884
O 2.994 -0.257 1.564
S -0.768 1.129 -2.407
S -0.615 2.277 0.197
S 1.605 -0.364 1.149
Cl 1.154 -2.365 1.491
H -2.661 0.025 0.114
H -1.304 -0.518 0.863
H -1.635 -1.243 -0.628
H 2.192 0.199 -1.089
H 1.198 -1.346 -0.754
H -0.909 -0.233 -2.519
H -0.949 2.087 1.449
```

Properties
charge = 0
ΔE to the lowest compared entry with this formula, charge and spin = 1.3991 eV
frontier orbital gap (spin up / spin down) = 7.63 / 7.63 eV


# 19
Formula: C3H7ClOS
Source: OMol25
Level of theory: ωB97M-V/def2-TZVPD

Geometry as XYZ:
```
13
Properties=species:S:1:pos:R:3
C 0.309 0.652 -0.889
C 0.060 -0.533 0.043
C -0.220 -0.061 1.541
H 2.080 -0.246 -2.090
H -0.689 1.062 -1.032
H 1.036 1.345 -0.345
H 0.850 -1.305 0.079
H -1.867 -0.552 -0.126
H -0.544 -0.903 2.067
H 0.733 0.346 1.911
O -1.168 -1.192 -0.354
S 0.881 0.144 -2.477
Cl -1.460 1.244 1.672
```

Properties
charge = 0
ΔE to the lowest compared entry with this formula, charge and spin = 0.5436 eV
SMILES string = O[C@@H](CS)CCl
frontier orbital gap = 9.93 eV


# 20
Formula: C3H7ClOS
Source: OMol25
Level of theory: ωB97M-V/def2-TZVPD

Geometry as XYZ:
```
13
Properties=species:S:1:pos:R:3
C -1.417 0.902 -0.228
C -0.279 0.047 0.546
C 0.833 -0.114 -0.405
O 0.456 -0.826 -1.527
S 2.372 -1.076 0.513
Cl -0.948 -1.516 1.097
H -1.772 0.079 -0.882
H -2.147 1.313 0.514
H -0.770 1.711 -0.662
H 0.016 0.657 1.386
H 1.447 0.795 -0.797
H 0.087 -1.568 -1.162
H 2.120 -0.404 1.607
```

Properties
charge = 0
ΔE to the lowest compared entry with this formula, charge and spin = 1.1907 eV
SMILES string = C[C@@H](Cl)[C@H](O)S
frontier orbital gap = 9.91 eV


Values of strongest force on any atom, in order: 9.70 4.62 4.45 4.39 2.25 7.13 3.28 5.95 5.03 3.54 1.29 4.16 3.35 13.58 5.22 1.82 3.14 4.87 3.23 4.22, all in eV Å⁻¹.
Values of total energy, in order: -35710.4482 -68551.0990 -11312.1998 -33041.9956 -9339.1053 -10976.7544 -7993.0647 -77724.7990 -76796.0150 -84098.3729 -31807.5137 -48391.3985 -18725.4791 -20769.7314 -20769.8111 -29561.0438 -20519.9408 -52343.7922 -28629.2327 -28628.5856, all in eV.